[1]
{
  "formula": "CH4O4",
  "method": "ωB97M-V with the def2-TZVPD basis set",
  "species": ["C", "O", "O", "O", "O", "H", "H", "H", "H"],
  "coordinates": [[0.04123, 0.03632, 0.02996], [-1.35537, 0.32013, -0.28635], [0.01312, -1.16626, 0.67031], [0.77412, -0.16100, -1.14343], [0.61298, 1.05140, 0.71571], [-1.84203, -0.42446, -0.09850], [0.62788, -1.80402, 0.40582], [0.86155, 0.56356, -1.69743], [0.26652, 1.58434, 1.40391]],
  "forces_ev_per_a": [[-2.0, -0.1, -1.6], [3.3, 3.3, -0.2], [-1.8, 0.9, 1.9], [-0.2, -2.7, 2.0], [2.1, 0.0, -1.3], [-1.5, -2.8, 0.7], [1.7, -1.0, -1.0], [-0.1, 2.5, -1.2], [-1.6, -0.1, 0.8]],
  "mulliken_charge": [0.855, -0.506, -0.539, -0.530, -0.489, 0.279, 0.317, 0.289, 0.323],
  "e_homo_ha": -0.405,
  "energy_ha": -341.45529,
  "e_lumo_ev": 0.7,
  "max_force_ev_per_a": 4.62,
  "smiles": "OC(O)(O)O"
}

[2]
{
  "formula": "C3H6NP",
  "method": "ωB97M-V with the def2-TZVPD basis set",
  "species": ["C", "C", "C", "N", "P", "H", "H", "H", "H", "H", "H"],
  "coordinates": [[-1.99924, 0.15206, -0.21616], [2.09555, 0.75155, -0.03914], [-1.85004, -1.14401, -0.05774], [-2.26942, 1.33941, -0.33664], [1.43273, -0.72012, -0.30410], [2.23574, 1.30677, -1.00503], [2.61701, 1.18921, 0.83225], [-1.87741, 2.10391, -0.08647], [-1.55811, -1.55968, 0.84029], [-1.96452, -1.76280, -0.89249], [1.31898, -1.22391, 1.05976]],
  "forces_ev_per_a": [[-0.3, 2.1, 0.2], [1.2, 1.1, -0.8], [-0.4, 1.5, -1.1], [-3.6, -8.4, -0.9], [-0.6, -0.7, 0.6], [0.0, -0.3, 1.1], [-0.8, -0.3, -0.4], [3.9, 6.2, 1.2], [0.2, -0.6, 1.9], [0.2, -0.8, -1.2], [0.3, 0.2, -0.5]],
  "mulliken_charge": [0.712, -0.426, -1.198, -0.419, -0.066, 0.229, 0.265, 0.241, 0.380, 0.282, 0.000],
  "e_homo_ha": -0.312,
  "energy_ha": -513.87241,
  "e_lumo_ev": 0.4,
  "max_force_ev_per_a": 9.17,
  "smiles": "C=C=N.C=P"
}

[3]
{
  "formula": "C2H3N2O2",
  "method": "ωB97M-V with the def2-TZVPD basis set",
  "species": ["C", "C", "N", "N", "O", "O", "H", "H", "H"],
  "coordinates": [[-0.99014, -1.94457, 2.43748], [-0.41239, -0.18179, -0.70128], [-0.66530, -3.01129, 2.78448], [-1.50914, -0.82362, 2.09428], [-0.57099, 0.25928, 2.03888], [-1.50766, -0.62265, -0.40833], [0.46295, -0.83608, -0.85042], [-0.20617, 0.27007, 1.12223], [-0.24294, 0.88006, -0.96232]],
  "forces_ev_per_a": [[0.6, -0.2, 0.4], [-0.9, -0.4, -0.5], [0.4, -0.9, 0.1], [-1.3, 1.5, -0.4], [0.7, -0.2, 0.2], [0.8, 0.2, -0.8], [0.0, -0.1, 0.2], [-0.2, 0.0, 0.7], [-0.1, 0.1, 0.2]],
  "mulliken_charge": [0.567, -0.327, -0.645, -0.678, -0.342, -0.374, 0.274, 0.233, 0.292],
  "e_homo_ha": [-0.104, -0.104],
  "energy_ha": -337.90766,
  "e_lumo_ev": [3.8, 3.8],
  "charge": -1,
  "max_force_ev_per_a": 2.03
}

[4]
{
  "formula": "C9H20AlClSiZr",
  "method": "ωB97M-V with the def2-TZVPD basis set",
  "species": ["Al", "Cl", "C", "C", "H", "H", "H", "H", "H", "H", "Zr", "C", "C", "H", "H", "H", "H", "H", "C", "Si", "C", "C", "C", "C", "H", "H", "H", "H", "H", "H", "H", "H", "H"],
  "coordinates": [[0.55046, 0.28036, -4.32502], [1.29041, -1.57503, -2.71391], [2.28999, 1.18187, -4.50762], [-0.41647, -0.93325, -5.52516], [2.30631, 1.59654, -5.53420], [2.39019, 2.02234, -3.79165], [3.14641, 0.49728, -4.36263], [-0.36508, -0.46672, -6.52645], [-1.47734, -1.01406, -5.21892], [0.02579, -1.94504, -5.54743], [0.05413, 0.02228, -1.34809], [-1.63486, -0.98189, -0.43996], [-0.66538, 1.18087, -3.11185], [-2.58808, -0.56283, -0.79103], [-1.58453, -2.06506, -0.61622], [-1.71061, -0.90389, 0.64508], [-1.76677, 1.13596, -3.33692], [-0.38092, 2.24717, -2.83575], [-1.54156, 0.88857, 4.35246], [0.00116, 0.00111, 3.85630], [1.54753, 0.89344, 4.36413], [-0.00119, -1.77915, 4.35280], [0.10076, 0.05033, 1.98680], [0.42629, 0.22706, 0.76045], [-1.55052, 0.89468, 5.44812], [-2.43247, 0.37425, 3.97641], [-1.54014, 1.91730, 3.97511], [1.55246, 0.89618, 5.45975], [2.43410, 0.37475, 3.97779], [1.54164, 1.92055, 3.97775], [-0.89188, -2.29368, 3.97611], [0.89051, -2.29226, 3.97527], [-0.00036, -1.79003, 5.44849]],
  "forces_ev_per_a": [[0.0, -0.1, -0.7], [-0.1, 0.2, 0.4], [0.1, -0.1, -0.1], [0.2, 0.0, -0.2], [0.3, -0.1, 0.4], [0.0, -0.3, -0.4], [-0.3, 0.4, -0.2], [-0.2, -0.5, 0.2], [0.5, 0.0, -0.2], [-0.2, 0.4, -0.2], [-0.8, -0.8, -0.6], [-1.1, -0.5, 0.2], [-0.5, 1.1, 2.0], [0.0, -0.3, -0.5], [-0.2, 0.0, -0.4], [0.2, 0.1, -0.4], [1.0, 0.0, 0.2], [-0.3, -0.8, -0.5], [0.0, 0.0, 0.2], [0.2, 0.1, -1.6], [-0.1, 0.0, 0.3], [0.0, 0.0, 0.2], [1.8, 1.0, -4.0], [-0.5, 0.3, 5.3], [-0.3, 0.2, -0.1], [0.1, 0.1, 0.1], [0.0, -0.2, 0.1], [0.4, 0.2, -0.1], [-0.2, 0.1, 0.2], [0.0, -0.2, 0.2], [0.1, 0.1, 0.1], [-0.2, 0.1, 0.1], [0.0, -0.4, -0.1]],
  "mulliken_charge": [0.709, -0.430, -1.014, -0.983, 0.248, 0.274, 0.294, 0.230, 0.273, 0.283, 1.458, -1.096, -1.241, 0.313, 0.301, 0.214, 0.330, 0.366, -0.911, 0.059, -0.921, -0.912, -0.297, -0.211, 0.284, 0.307, 0.300, 0.309, 0.289, 0.286, 0.305, 0.302, 0.282],
  "e_homo_ha": -0.321,
  "energy_ha": -1394.05540,
  "e_lumo_ev": -0.7,
  "max_force_ev_per_a": 5.33
}

[5]
{
  "formula": "C6H11NO",
  "method": "ωB97M-V with the def2-TZVPD basis set",
  "species": ["O", "C", "C", "C", "C", "C", "N", "C", "H", "H", "H", "H", "H", "H", "H", "H", "H", "H", "H"],
  "coordinates": [[2.89035, 2.00905, -0.85195], [2.59761, 0.86128, -1.11822], [1.69562, 0.20197, -0.15775], [0.38041, -0.00483, -0.97757], [-0.80522, -0.05517, 0.00574], [-0.94670, -1.24882, 0.62615], [-1.86095, -1.88038, 1.44780], [-1.56989, 1.20420, 0.27461], [3.07840, 0.34506, -1.94962], [1.51553, 0.71991, 0.72915], [2.09787, -0.76467, 0.12233], [0.31390, 0.83242, -1.74472], [0.32544, -0.90125, -1.58608], [-0.22228, -1.94565, 0.27855], [-2.75183, -1.70584, 1.29261], [-1.54323, -2.15031, 2.42417], [-2.30438, 0.92834, 1.12445], [-1.99861, 1.56748, -0.67729], [-0.89204, 1.98722, 0.73764]],
  "forces_ev_per_a": [[0.1, -0.5, -1.0], [1.5, 2.5, 1.8], [-0.9, -2.8, -1.9], [-1.5, 1.0, -0.2], [0.5, 2.7, -1.9], [-0.8, -2.9, 0.8], [6.0, 0.7, 1.4], [-0.2, -1.0, 2.2], [-0.3, -0.4, -0.4], [0.0, 1.4, 1.1], [0.1, -0.4, 0.1], [-0.4, -0.7, 1.3], [0.5, -0.4, 0.1], [1.4, -0.6, 0.6], [-5.4, 1.4, -0.1], [-0.6, -0.4, -2.0], [0.6, 0.9, -1.7], [0.0, 0.0, 0.6], [-0.6, -0.7, -0.8]],
  "mulliken_charge": [-0.430, -0.213, -0.374, -0.963, 0.483, -0.289, -0.309, -1.004, 0.406, 0.438, 0.351, 0.439, 0.514, 0.402, 0.242, 0.307, 0.352, 0.334, 0.316],
  "s2": 0.76,
  "e_homo_ha": [-0.489, -0.487],
  "energy_ha": -364.83626,
  "e_lumo_ev": [-3.8, -7.9],
  "spin_multiplicity": 2,
  "charge": 1,
  "max_force_ev_per_a": 6.24
}

[6]
{
  "formula": "C6H10O",
  "method": "ωB97M-V with the def2-TZVPD basis set",
  "species": ["C", "C", "O", "C", "C", "C", "C", "H", "H", "H", "H", "H", "H", "H", "H", "H", "H"],
  "coordinates": [[0.88910, -1.69150, 0.32647], [0.02813, -0.97236, -0.69274], [-1.31202, -0.82245, -0.21605], [-1.67947, 0.55487, -0.16141], [-0.40531, 1.38048, -0.19737], [0.55910, 1.00922, 0.86617], [0.60192, 0.41691, -0.65840], [0.81495, -0.91937, 1.13960], [1.94604, -1.61408, 0.04391], [0.63525, -2.75022, 0.46127], [0.02325, -1.47465, -1.67492], [-2.29647, 0.83283, -1.02471], [-2.25371, 0.70333, 0.75912], [-0.42120, 2.40333, -0.52901], [0.06709, 0.66298, 1.80022], [1.39791, 1.64073, 1.12804], [1.40546, 0.63995, -1.37018]],
  "forces_ev_per_a": [[0.1, 0.1, 0.3], [0.3, 0.1, 0.1], [0.0, 0.0, 0.1], [-0.3, 0.3, 0.0], [-0.4, 0.5, -0.3], [0.2, 0.6, -0.6], [0.4, 0.2, 1.0], [0.1, -2.4, 0.1], [-0.1, -0.2, -0.3], [-0.1, 0.4, 0.5], [0.0, 0.4, 0.1], [-0.1, -0.1, 0.1], [0.0, 0.0, -0.1], [-0.3, 0.2, -0.4], [0.6, -0.7, -1.0], [-0.2, 0.4, -0.4], [-0.1, 0.2, 0.8]],
  "mulliken_charge": [-1.048, 0.069, -0.406, -0.690, 0.227, -1.097, -0.508, 0.288, 0.325, 0.331, 0.349, 0.306, 0.308, 0.425, 0.355, 0.338, 0.428],
  "e_homo_ha": -0.352,
  "energy_ha": -309.77118,
  "e_lumo_ev": 1.1,
  "max_force_ev_per_a": 2.37,
  "smiles": "C[C@H]1OC[C@H]2C[C@H]21"
}